Record 1
The following is a DFT calculation (ωB97M-V/def2-TZVPD) of 16 unconnected molecules or ions with the total composition C86H198N10O16.

The orbital gap comes out at 8.678 eV. As for the electronic energy: -5146.41039 Eh. As for the spin multiplicity: 1. The highest occupied orbital energy is -8.3 eV. Its lowest unoccupied orbital energy is 0.42 eV.

```
310
C86H198N10O16 (ωB97M-V/def2-TZVPD)
C 4.85124 -0.74554 -7.06938
C 3.75098 -1.64026 -6.58572
C 2.50998 -0.93994 -6.07292
O 1.55163 -1.94179 -5.90378
C 0.30926 -1.44176 -5.45290
N 3.49527 -2.64289 -7.57494
H 4.96716 0.11263 -6.43481
H 4.49317 -0.35589 -8.04587
H 5.75719 -1.31045 -7.25246
H 4.07401 -2.13310 -5.64586
H 2.10785 -0.16245 -6.78512
H 2.81991 -0.42920 -5.15709
H -0.24481 -0.78716 -6.13168
H 0.51265 -0.93006 -4.51451
H -0.49215 -2.12638 -5.23625
H 2.81935 -3.31443 -7.20087
H 3.24973 -2.30408 -8.48949
C -2.19386 6.53633 -4.41274
C -2.18862 5.54568 -3.26025
C -3.46421 4.71209 -3.27674
O -4.65224 5.53803 -3.18381
C -5.76887 4.67093 -2.81176
N -1.10450 4.60549 -3.43593
H -2.92962 7.33036 -4.22278
H -2.39102 5.97177 -5.30488
H -1.19889 7.02396 -4.51162
H -2.04499 6.10461 -2.31668
H -3.50266 4.03737 -2.42073
H -3.47319 4.14220 -4.23112
H -5.52679 4.12892 -1.91179
H -6.07889 3.97562 -3.59718
H -6.63880 5.31828 -2.60139
H -1.02700 3.86517 -2.74373
H -0.20486 5.08760 -3.50153
C 4.13554 4.77725 2.92059
C 4.27839 6.27211 2.52670
C 3.06336 6.67706 1.66782
C 1.74203 6.63052 2.48865
C 1.88286 7.56237 3.63630
C 3.02480 7.22077 4.60871
N 4.33834 7.11551 3.80831
O 5.43461 6.61943 4.61553
C 3.26742 8.45711 5.50420
C 2.63299 5.99407 5.38384
C 5.57158 6.63328 1.69104
H 4.67444 4.46002 3.78558
H 4.55337 4.11850 2.17308
H 3.10038 4.47921 3.05487
H 3.30565 7.69642 1.35529
H 2.99793 6.03802 0.77596
H 1.39516 5.65714 2.84084
H 0.93935 6.99475 1.81968
H 0.96186 7.59139 4.22249
H 1.87025 8.54354 3.21927
H 3.90689 8.21898 6.35498
H 3.77463 9.13761 4.82953
H 2.32790 8.85545 5.90256
H 2.07387 5.29695 4.78509
H 3.54213 5.55257 5.74693
H 2.05417 6.27643 6.26095
H 5.55515 7.72843 1.61145
H 5.51481 6.17018 0.71857
H 6.39631 6.25116 2.28166
H 5.96871 7.42340 4.66672
C -5.70275 -0.88055 -8.28279
C -5.07686 0.25471 -7.44345
C -6.17448 1.02950 -6.66471
C -5.59467 2.04579 -5.67382
C -4.76795 1.31701 -4.56874
C -3.59239 0.57587 -5.23643
N -4.12244 -0.25016 -6.42801
O -2.93594 -0.80831 -7.05414
C -2.51858 1.55616 -5.76894
C -2.97139 -0.48413 -4.22892
C -4.37687 1.25633 -8.42533
H -6.39893 -0.46970 -9.02499
H -6.15722 -1.65616 -7.65951
H -4.98952 -1.45564 -8.86447
H -6.82384 1.47010 -7.44030
H -6.74211 0.30924 -6.06547
H -6.50153 2.51510 -5.27802
H -5.03072 2.80183 -6.18947
H -5.32777 0.67226 -3.93504
H -4.43916 2.04915 -3.80249
H -2.11153 2.01894 -4.86531
H -1.67736 1.11881 -6.33105
H -2.93866 2.33445 -6.42731
H -2.16800 0.00118 -3.69459
H -3.74511 -0.83956 -3.51868
H -2.56583 -1.28464 -4.80086
H -3.55853 0.70383 -8.88573
H -3.95087 2.18991 -8.02729
H -5.09165 1.45382 -9.22088
H -3.15013 -1.73825 -7.03427
C -3.57190 1.61354 6.84656
C -2.62818 1.40665 5.65763
C -3.47411 1.25333 4.36628
C -3.93418 2.61106 3.89369
C -2.84223 3.65322 3.75416
C -2.04823 3.83050 5.06520
N -1.56996 2.46330 5.46715
O -0.72243 2.53653 6.62808
C -0.70017 4.51410 4.70209
C -2.72860 4.64284 6.16520
C -1.85714 0.10502 5.81244
H -4.34948 2.37068 6.78529
H -2.95795 1.96045 7.66713
H -4.01910 0.68047 7.20799
H -2.81609 0.77253 3.65366
H -4.34400 0.65334 4.46819
H -4.81198 2.90944 4.49344
H -4.35481 2.52377 2.87869
H -3.32877 4.64187 3.57683
H -2.17174 3.50748 2.93548
H -0.05353 4.76658 5.58191
H -0.18212 3.81842 4.03566
H -0.86933 5.43008 4.13608
H -2.20637 4.46056 7.09742
H -2.67133 5.68121 5.93001
H -3.77870 4.38147 6.33421
H -2.49283 -0.78393 5.73519
H -1.31134 0.10172 6.77178
H -1.08339 0.09738 5.02416
H 0.06262 2.01903 6.32926
C 1.53470 -7.17647 3.15971
C 2.59466 -7.36875 2.10980
C 2.08040 -8.16607 0.93598
C 1.07572 -7.46517 0.13440
C 1.58982 -6.12766 -0.39473
C 2.20297 -5.23668 0.75821
N 3.11685 -6.03774 1.60477
O 3.66423 -5.27938 2.67151
C 3.06912 -4.13518 0.22993
C 1.10567 -4.50178 1.54406
C 3.79814 -8.10852 2.77000
H 1.41730 -8.05917 3.78008
H 0.54976 -7.01327 2.80851
H 1.89969 -6.38307 3.82239
H 2.95702 -8.52847 0.37568
H 1.66078 -9.06056 1.40120
H 0.10294 -7.29002 0.59845
H 0.86970 -8.10792 -0.71630
H 0.78056 -5.58496 -0.91181
H 2.37276 -6.30075 -1.10554
H 2.65829 -3.48352 -0.53293
H 3.45470 -3.51440 1.03449
H 3.88564 -4.63875 -0.28458
H 0.58662 -3.75050 0.92165
H 0.38197 -5.18982 1.99070
H 1.48341 -3.99485 2.43797
H 4.11775 -7.61566 3.69377
H 4.62070 -8.15971 2.04399
H 3.50908 -9.15893 2.91716
H 4.48501 -4.95592 2.27928
C -5.26562 -2.63984 5.84344
C -4.40603 -3.45930 4.88692
C -4.39889 -2.67198 3.61093
C -3.34155 -3.08060 2.64750
C -1.98455 -3.05779 3.28940
C -1.93757 -3.91925 4.53397
N -3.02770 -3.46460 5.47774
O -3.02868 -4.30729 6.65443
C -2.01076 -5.42267 4.12571
C -0.60316 -3.60462 5.20947
C -5.00296 -4.84603 4.82800
H -4.74701 -1.67640 5.97361
H -5.28505 -3.07722 6.82671
H -6.30881 -2.46479 5.58150
H -5.43206 -2.67961 3.20467
H -4.25678 -1.58462 3.90111
H -3.36666 -2.36259 1.81013
H -3.67166 -4.05640 2.28745
H -1.78310 -2.00616 3.51412
H -1.28259 -3.40963 2.52265
H -2.68108 -5.64530 3.29620
H -0.99413 -5.69428 3.80863
H -2.24269 -6.07810 4.99838
H -0.61332 -4.05351 6.20678
H 0.31021 -3.95339 4.67954
H -0.49687 -2.51940 5.28115
H -4.78209 -5.29235 5.79361
H -4.60729 -5.43983 4.02467
H -6.08962 -4.78447 4.70626
H -2.86222 -3.71287 7.37228
C -2.45385 -4.64884 -0.28380
C -2.79950 -5.10548 -1.70974
C -2.11323 -6.47291 -1.90778
C -2.83486 -7.59936 -1.15228
C -4.30839 -7.64351 -1.46063
C -5.02792 -6.30255 -1.15911
N -4.32908 -5.17713 -1.87027
O -4.97852 -3.96688 -1.53791
C -6.46453 -6.31215 -1.58910
C -5.01955 -6.04109 0.42471
C -2.22865 -4.17735 -2.76408
H -1.68969 -3.83093 -0.25250
H -2.12327 -5.42518 0.41484
H -3.32974 -4.17613 0.16672
H -2.10992 -6.60376 -2.99495
H -1.10263 -6.44638 -1.57475
H -2.62142 -7.58469 -0.07070
H -2.43241 -8.55115 -1.46150
H -4.75511 -8.38767 -0.80440
H -4.46329 -7.87434 -2.50459
H -6.95219 -5.40077 -1.19737
H -6.58444 -6.33463 -2.65621
H -6.95225 -7.18367 -1.17808
H -4.08432 -6.22781 0.94242
H -5.35194 -5.01561 0.56294
H -5.84808 -6.58935 0.79745
H -2.65956 -4.56306 -3.68599
H -1.14442 -4.18224 -2.81120
H -2.64520 -3.15246 -2.71498
H -5.06966 -3.52632 -2.41977
C -1.36549 3.04642 0.24669
C -0.15625 2.05885 0.37853
C 0.01172 1.60034 1.86344
C 0.87112 0.29462 2.08154
C 0.42715 -0.74149 1.10332
C 0.43209 -0.37107 -0.40562
N -0.34188 0.88492 -0.47750
O -0.54805 1.28910 -1.86156
C 1.81115 -0.24020 -0.92641
C -0.33291 -1.45486 -1.19355
C 1.07937 2.91035 -0.10309
H -1.24371 3.90384 0.92821
H -2.26903 2.44578 0.44881
H -1.52283 3.39521 -0.78155
H 0.61633 2.44731 2.24714
H -0.98788 1.60611 2.28957
H 0.79238 0.12021 3.14708
H 1.92128 0.55144 1.84957
H -0.58262 -1.11924 1.21761
H 0.99546 -1.65548 1.27757
H 2.36518 -1.20051 -0.79799
H 1.75576 0.01213 -1.96726
H 2.38597 0.57452 -0.42824
H -1.31506 -1.63885 -0.72523
H -0.45276 -1.11336 -2.21149
H 0.28769 -2.37147 -1.10930
H 2.03625 2.43136 0.03464
H 1.06559 3.89707 0.43583
H 0.95644 3.21576 -1.13666
H 0.32710 1.52697 -2.23885
C 8.93422 1.50302 0.19513
C 7.81224 2.24950 -0.51346
C 8.41499 3.20447 -1.56368
C 7.37471 3.92998 -2.45961
C 6.61978 2.84254 -3.20563
C 5.92293 1.83242 -2.26436
N 6.93311 1.31334 -1.30184
O 6.23978 0.45674 -0.37769
C 4.68622 2.49740 -1.55916
C 5.48526 0.51212 -3.00338
C 7.00855 3.03557 0.49644
H 9.26197 0.70349 -0.46691
H 9.73777 2.20801 0.43794
H 8.51687 1.01169 1.05738
H 8.94359 3.98936 -1.03592
H 9.09733 2.63185 -2.22268
H 6.72923 4.57013 -1.83767
H 7.92041 4.62000 -3.12372
H 7.35982 2.41878 -3.87395
H 5.88003 3.18198 -3.93591
H 3.81529 2.36702 -2.21193
H 4.79416 3.59332 -1.44759
H 4.49274 2.07800 -0.57713
H 4.59201 0.13900 -2.51656
H 6.21979 -0.26688 -2.82872
H 5.27992 0.65619 -4.08419
H 6.38307 3.76213 -0.04675
H 6.38937 2.34068 1.05338
H 7.64485 3.58702 1.16056
H 6.22059 -0.37563 -0.87205
C 0.82308 2.24761 -5.15842
O 1.49370 1.84291 -3.91886
H -0.15381 2.67533 -4.89712
H 1.37812 3.03411 -5.67480
H 0.67588 1.36019 -5.76772
H 2.43192 1.75270 -4.12629
C 2.94867 -2.58954 4.64318
O 2.65970 -1.22490 5.01118
H 3.07071 -2.57006 3.55740
H 3.88036 -2.83785 5.16415
H 2.21547 -3.31340 5.01635
H 2.68769 -1.11784 5.97333
C 3.32320 -4.20317 -3.43339
O 2.72308 -2.98067 -3.05400
H 2.71740 -5.09872 -3.27653
H 3.57413 -4.18037 -4.50516
H 4.22447 -4.32234 -2.82696
H 2.02346 -2.73859 -3.69749
C 4.70251 0.55154 2.43074
O 4.13358 1.05923 3.66035
H 4.13949 -0.31116 1.94312
H 4.57428 1.38180 1.74655
H 5.76093 0.31617 2.46658
H 3.71411 0.34544 4.17475
C -3.91846 0.45110 -0.88119
O -4.49943 -0.73671 -1.41174
H -3.83555 0.45707 0.19560
H -2.94234 0.64584 -1.31423
H -4.60661 1.24794 -1.13214
H -4.04517 -1.54795 -1.12657
C -1.40931 6.48286 0.49446
O -0.71762 7.74487 0.40560
H -1.23872 6.07257 1.49134
H -2.49354 6.44802 0.24923
H -0.86545 5.81684 -0.17074
H -1.23641 8.42141 0.85310
```

Record 2
The following is a DFT calculation (ωB97M-V/def2-TZVPD) of C5H10O in the gas phase.

The orbital gap comes out at 9.448 eV. The SMILES is OCCC1CC1. As for the electronic energy: -271.62553 Eh. As for the spin multiplicity: 1. The highest occupied orbital energy is -8.5 eV. Its lowest unoccupied orbital energy is 0.99 eV.

```
16
C5H10O (ωB97M-V/def2-TZVPD)
O -2.22647 0.29815 0.63921
C -1.81237 0.64021 -0.63718
C -0.14140 0.15525 -1.11597
C 0.69157 0.26597 0.09496
C 1.88464 -0.60030 0.34538
C 0.62516 -0.81986 1.13381
H -1.78571 0.91210 1.24805
H -1.81431 1.71008 -0.81806
H -1.74388 -0.10788 -1.37945
H 0.11541 0.84202 -1.93792
H -0.05154 -0.87474 -1.55901
H 0.73755 1.28760 0.46127
H 2.14542 -1.33373 -0.41286
H 2.72974 -0.13885 0.84258
H 0.02460 -1.69993 0.91323
H 0.62158 -0.53608 2.18195
```

Record 3
The following is a DFT calculation (ωB97M-V/def2-TZVPD) of a molecular structure, C32H18IrN10O7S2Se.

The orbital gap comes out at 7.068 eV. As for the electronic energy: -5606.36714 Eh. As for the spin multiplicity: 1. Its total charge is +1. The highest occupied orbital energy is -11.2 eV. Its lowest unoccupied orbital energy is -4.17 eV.

```
71
C32H18IrN10O7S2Se (ωB97M-V/def2-TZVPD)
Ir 0.17215 0.13024 -0.10159
S -1.26264 7.43588 -0.85318
N 0.13620 6.68334 -0.59830
C -0.12354 5.38750 -0.58512
C 0.85009 4.33098 -0.37631
C 2.22345 4.54041 -0.21156
C 3.03912 3.44798 -0.03867
C 2.48362 2.16896 -0.00971
N 1.18075 1.96811 -0.15382
C 0.37062 3.02947 -0.35225
C -1.02599 2.72829 -0.59174
N -1.34739 1.41969 -0.56815
C -2.60830 1.05985 -0.78932
C -3.60602 1.99721 -1.03320
C -3.29624 3.34165 -1.04544
C -1.97260 3.72091 -0.81544
C -1.49763 5.09143 -0.79368
N -2.24746 6.16788 -0.95584
H 2.61637 5.54828 -0.23675
H 4.10860 3.55140 0.07319
H 3.10221 1.29617 0.11714
H -2.82576 0.00192 -0.76932
H -4.61264 1.64794 -1.21376
H -4.04683 4.09926 -1.22759
O 3.59655 -0.03080 -1.57977
C 2.56627 -0.67870 -1.57092
O 1.38438 -0.19328 -1.82392
C 2.59013 -2.12265 -1.17953
C 3.22229 -3.10054 -1.90603
C 3.19723 -4.40467 -1.43299
C 2.58868 -4.73220 -0.24938
C 1.96801 -3.73438 0.48580
C 1.93403 -2.39632 0.03577
O 1.26183 -1.45943 0.68403
N 1.35157 -4.14650 1.74932
O 1.05409 -3.28540 2.56364
O 1.16585 -5.33017 1.92739
N 3.85910 -5.46465 -2.21046
O 3.81611 -6.59313 -1.76909
O 4.40063 -5.13624 -3.24505
H 3.73558 -2.87149 -2.82946
H 2.59381 -5.74987 0.11065
N -1.61838 -1.88539 1.95815
C -1.61720 -2.24251 0.65922
N -1.09160 -1.52953 -0.31506
C -1.28352 -2.15746 -1.56909
C -0.83378 -1.70574 -2.80586
C -1.11745 -2.46553 -3.92784
C -1.83973 -3.65318 -3.83868
C -2.29695 -4.10707 -2.61492
C -2.00969 -3.34463 -1.49285
S -2.43269 -3.68585 0.16369
H -0.90753 -1.22703 2.22609
H -1.79704 -2.61242 2.63303
H -0.25180 -0.80229 -2.88902
H -0.75852 -2.13226 -4.89250
H -2.04178 -4.22964 -4.73139
H -2.85670 -5.02948 -2.53468
Se 1.57131 -0.28523 2.88388
N 0.20702 0.51483 1.98442
C -0.49699 1.26079 2.84326
C -1.67984 2.00573 2.57015
C -2.24478 2.71506 3.58187
C -1.69647 2.73978 4.90287
C -0.57897 2.04079 5.20532
C 0.05336 1.27965 4.17534
N 1.14514 0.55718 4.35201
H -2.13044 1.98168 1.59416
H -3.14748 3.28069 3.38879
H -2.19852 3.32134 5.66416
H -0.14526 2.03334 6.19590
```

Record 4
The following is a DFT calculation (ωB97M-V/def2-TZVPD) of C4H6BrN3 in the gas phase.

The orbital gap (spin up / spin down) comes out at 6.358 / 6.295 eV. As for the electronic energy: -2894.05186 Eh. As for the spin multiplicity: 3. The highest occupied orbital energy (spin up / spin down) is -5.4 / -7.7 eV. Its lowest unoccupied orbital energy (spin up / spin down) is 0.92 / -1.43 eV.

```
14
C4H6BrN3 (ωB97M-V/def2-TZVPD)
C -0.03773 -0.33540 0.30003
C 1.35832 -1.78143 -1.07858
C 0.05951 1.28111 -1.29452
C -1.83182 1.35229 0.31911
N 0.82832 -1.11386 -0.20812
N -0.51356 0.80120 -0.25690
N 2.61240 -2.03701 -1.47953
Br -0.88219 2.78142 -2.12110
H -0.62729 -0.58317 1.26505
H -2.08707 0.80724 1.27627
H -1.67475 2.36047 0.36019
H -2.58273 0.93544 -0.31872
H 2.71295 -2.71386 -2.22016
H 3.50645 -1.76084 -1.08733
```